No. 1
# C31H39GdN3O

A molecular structure, C31H39GdN3O (ωB97M-V with the def2-TZVPD basis set, OMol25).

## Properties
HOMO-LUMO gap (alpha / beta), eV: 3.7 / 2.8
E_tot, a.u.: -2209.7251
Total charge: -1
2S+1: 8
<S²>: 16.804

Each line ends with the Löwdin spin population.
Atoms and positions in Å:
Gd  0.397775  0.449209  0.900079  6.69
N  1.911769  2.383676  2.638834  -0.03
N  1.116738  1.952372  -1.133445  -0.05
C  -2.172167  -0.271157  0.886772  -0.01
C  -2.098773  1.147329  1.090118  -0.01
C  -1.552766  1.371132  2.395985  -0.01
C  -1.240072  2.682350  3.025490  0.00
H  -1.747345  3.502273  2.503547  0.00
H  -0.154981  2.882549  3.013306  0.00
H  -1.557377  2.689679  4.077787  0.00
C  -1.307247  0.101314  2.998494  -0.03
C  -0.815759  -0.112195  4.386499  0.00
H  -1.638220  -0.062470  5.119455  0.00
H  -0.078835  0.649979  4.675475  0.00
H  -0.342034  -1.095693  4.496768  0.00
C  -1.696677  -0.910621  2.073477  -0.02
C  -1.699664  -2.371451  2.349751  0.00
H  -0.765443  -2.687451  2.834148  0.00
H  -1.812281  -2.952090  1.427330  0.00
H  -2.527551  -2.654913  3.019999  0.00
C  -2.575736  2.193527  0.143658  0.00
H  -3.629520  2.455430  0.335248  0.00
H  -2.511192  1.849923  -0.898214  0.00
H  -1.981684  3.113146  0.231450  0.00
C  -2.736265  -0.955538  -0.310217  0.00
H  -2.244764  -1.922762  -0.485022  0.00
H  -2.593035  -0.354431  -1.217047  0.00
H  -3.817444  -1.144722  -0.203343  0.00
C  2.872973  2.231987  3.543683  -0.02
H  2.579309  2.404342  4.584905  0.00
C  4.181364  1.877117  3.184027  0.00
H  4.917483  1.767166  3.969783  0.00
C  4.494110  1.669762  1.833462  -0.03
H  5.500092  1.330537  1.555584  0.00
C  3.536728  1.925715  0.867878  -0.01
H  3.728945  1.799563  -0.204881  0.00
C  2.242166  2.383535  1.287580  -0.05
C  1.120190  2.667693  0.468007  -0.03
H  0.480350  3.553966  0.521675  -0.01
C  0.484492  0.785451  -1.363195  -0.12
C  1.450724  2.563637  -2.330855  0.00
H  1.972891  3.497128  -2.314907  -0.01
C  0.975491  1.810583  -3.337987  -0.02
H  1.016148  1.930716  -4.406602  -0.01
N  0.339832  0.723209  -2.719086  -0.04
C  -0.517620  -0.202491  -3.350560  -0.01
C  -1.593106  0.280546  -4.118533  0.00
C  -2.473244  -0.657723  -4.670976  0.00
H  -3.297210  -0.296046  -5.283983  0.00
C  -2.307655  -2.023230  -4.440994  -0.01
C  -3.228944  -3.008194  -5.084265  0.00
H  -3.395911  -3.866872  -4.427799  0.00
H  -2.815717  -3.388263  -6.027608  0.00
H  -4.190501  -2.538602  -5.309317  0.00
C  -1.261519  -2.470181  -3.627791  0.00
H  -1.131139  -3.532137  -3.433312  0.00
C  -0.347885  -1.569542  -3.070911  -0.01
C  0.785434  -2.067131  -2.228065  -0.01
H  1.722052  -1.514301  -2.386842  0.00
H  0.968675  -3.118292  -2.489087  0.00
H  0.564234  -2.057099  -1.145950  -0.01
C  -1.845473  1.744335  -4.289353  0.00
H  -1.015696  2.265563  -4.783202  0.00
H  -2.060870  2.262547  -3.340087  0.00
H  -2.730858  1.859501  -4.923030  0.00
C  3.017009  -1.535677  3.327173  0.08
C  2.602246  -1.971152  1.974607  0.44
C  3.218652  -3.206980  1.427050  0.08
O  1.752299  -1.333474  1.284101  0.19
H  4.085834  -1.267530  3.309961  0.03
H  2.901733  -2.381917  4.022956  0.02
H  2.439420  -0.678880  3.697580  0.00
H  2.468539  -4.004971  1.318670  0.03
H  3.666051  -3.018969  0.440819  0.02
H  3.998430  -3.553337  2.113293  0.00

Atoms 1-6, force components in eV/Å:
0.5 -3.3 2.3
0.0 0.4 -1.0
1.2 2.2 1.9
0.2 0.5 0.9
-0.1 -0.7 0.9
-0.6 -0.8 -0.5


No. 2
# C31H40AuF4N4

A molecular structure, C31H40AuF4N4 (ωB97M-V with the def2-TZVPD basis set, OMol25).

## Properties
HOMO-LUMO gap (alpha / beta), eV: 8.4 / 5.8
E_tot, a.u.: -1959.1216
Total charge: +1
2S+1: 3
<S²>: 2.089

Each line ends with the natural charge from an NBO analysis.
Atoms and positions in Å:
Au  0.441661  0.103917  -0.235420  0.82
C  0.703874  0.046671  -3.829466  -0.42
N  1.185081  0.801106  -2.677810  -0.47
C  0.865054  2.208810  -2.856596  -0.42
C  2.602337  0.562480  -2.462693  -0.22
C  3.178345  1.083730  -1.154954  -0.28
N  2.525993  0.593027  0.059780  -0.44
C  3.139607  0.727701  1.245948  0.01
C  2.451188  0.312761  2.428805  0.35
F  1.211463  -0.164043  2.348929  -0.28
C  3.013981  0.387189  3.680939  0.33
F  2.299216  -0.023685  4.725322  -0.28
C  4.291661  0.879516  3.869926  -0.26
C  4.988474  1.306873  2.753826  0.32
F  6.217386  1.795098  2.894727  -0.28
C  4.450447  1.247341  1.487511  0.37
F  5.217368  1.706738  0.497068  -0.29
H  1.155683  0.405644  -4.764831  0.18
H  -0.378019  0.156797  -3.908836  0.21
H  0.938835  -1.009090  -3.718840  0.21
H  1.300152  2.613327  -3.781625  0.19
H  1.230731  2.799144  -2.017191  0.20
H  -0.218076  2.325906  -2.903545  0.21
H  3.214250  1.012846  -3.261915  0.19
H  2.764487  -0.515724  -2.511849  0.21
H  3.138571  2.179280  -1.120120  0.22
H  4.231962  0.815151  -1.168050  0.24
H  4.732186  0.936298  4.854724  0.27
C  -4.963048  -2.621005  0.700768  -0.60
C  -3.676068  -2.969651  1.447518  -0.27
C  -3.152212  -1.787109  2.268509  -0.61
C  -2.646307  -3.763262  0.625044  0.08
C  -2.853173  -5.138903  0.576587  -0.23
C  -1.883942  -6.000152  0.102331  -0.18
C  -0.634549  -5.499298  -0.230166  -0.20
C  -0.366949  -4.138539  -0.201828  0.01
C  1.050524  -3.681270  -0.476897  -0.23
C  1.212669  -2.954519  -1.806201  -0.60
C  1.619642  -2.901290  0.709794  -0.60
C  -1.432408  -3.265892  0.098002  0.05
N  -1.309424  -1.879911  -0.164134  -0.38
C  -2.334608  -1.382305  -0.780182  0.05
C  -2.529637  0.021311  -0.884736  0.20
C  -3.718663  0.701208  -1.303549  -0.26
C  -3.535085  2.002143  -0.975029  -0.19
C  -2.204437  2.105131  -0.370059  0.36
N  -1.624295  0.919548  -0.360758  -0.62
C  -1.650848  3.371437  0.215155  -0.13
C  -0.271403  3.183813  0.837075  -0.60
C  -1.595034  4.449337  -0.878052  -0.59
C  -2.637317  3.819463  1.311158  -0.59
H  -5.684349  -2.193033  1.397799  0.22
H  -5.417454  -3.503447  0.249857  0.22
H  -4.800119  -1.880946  -0.086324  0.18
H  -3.963097  -3.712939  2.199208  0.22
H  -2.781226  -0.955159  1.680112  0.20
H  -2.351529  -2.102914  2.938648  0.22
H  -3.968495  -1.403839  2.882351  0.22
H  -3.781021  -5.537646  0.969796  0.22
H  -2.074108  -7.063696  0.056406  0.23
H  0.160699  -6.178949  -0.509191  0.22
H  1.638498  -4.600431  -0.551056  0.21
H  0.633282  -2.029805  -1.822841  0.20
H  0.874195  -3.578275  -2.635464  0.22
H  2.263252  -2.707803  -1.973950  0.21
H  1.024019  -2.016097  0.941064  0.20
H  2.644364  -2.584698  0.501785  0.20
H  1.635130  -3.528495  1.601697  0.22
H  -3.114826  -2.037149  -1.171546  0.21
H  -4.585602  0.238238  -1.745350  0.24
H  -4.224407  2.819405  -1.106440  0.23
H  0.455999  2.831585  0.104784  0.21
H  -0.297474  2.467694  1.659733  0.22
H  0.075818  4.142463  1.224548  0.22
H  -0.887174  4.184697  -1.663165  0.21
H  -1.275399  5.393875  -0.437006  0.23
H  -2.570812  4.610042  -1.337098  0.22
H  -2.742552  3.055058  2.081911  0.22
H  -3.624478  4.037529  0.904271  0.21
H  -2.262062  4.728842  1.781548  0.23

Atoms 1-6, force components in eV/Å:
-0.2 0.6 0.1
0.0 0.0 0.0
0.0 0.0 0.0
0.1 0.0 0.0
0.0 -0.1 -0.1
0.0 0.1 0.1


No. 3
# C31H40BINO4ReS4

A molecular structure, C31H40BINO4ReS4 (ωB97M-V with the def2-TZVPD basis set, OMol25).

## Properties
HOMO-LUMO gap (alpha / beta), eV: 6.1 / 5.9
E_tot, a.u.: -3554.8551
Energy relative to the best compared isomer or geometry (same formula, charge and spin), eV: 0.000
Total charge: -1
2S+1: 2
<S²>: 0.760

Each line ends with the Löwdin spin population.
Atoms and positions in Å:
Re  -1.118849  -1.160733  1.311374  0.80
S  -2.592379  -0.038276  2.427702  -0.03
S  -3.071805  -1.133572  4.203717  -0.01
S  -1.199978  -1.599814  4.869253  0.00
S  -0.337567  -2.570278  3.251220  0.05
C  4.687325  2.245115  2.817970  0.00
C  3.258732  1.787275  2.976609  0.00
C  2.484683  2.235254  4.037379  0.01
C  1.164833  1.807509  4.145430  0.00
C  0.297309  2.246790  5.296793  0.00
C  0.642508  0.949779  3.196657  0.02
C  1.391465  0.451767  2.115401  0.01
C  2.722119  0.912937  2.041127  0.01
N  0.766293  -0.377672  1.197926  0.06
C  1.567574  -1.137198  0.195664  0.00
C  2.634744  -1.999103  0.908425  0.00
C  3.416629  -2.851193  -0.093381  0.00
C  2.467826  -3.847093  -0.758646  0.00
C  1.374800  -3.067060  -1.482651  0.00
C  2.002166  -2.192507  -2.569560  0.00
C  2.950867  -1.187761  -1.913151  0.00
C  4.048307  -1.942701  -1.154736  0.00
C  2.167112  -0.291232  -0.944576  0.00
C  0.630960  -2.147512  -0.504777  0.00
H  5.005824  2.841790  3.673207  0.00
H  4.806319  2.856078  1.919760  0.00
H  5.367380  1.395275  2.727460  0.00
H  2.904039  2.913298  4.773418  0.00
H  0.775256  3.038596  5.874899  0.00
H  0.096126  1.406335  5.964515  0.00
H  -0.667567  2.611103  4.940010  0.00
H  -0.387154  0.643100  3.303202  0.00
H  3.378693  0.600077  1.247617  0.00
H  2.120802  -2.630878  1.639010  0.00
H  3.330443  -1.385204  1.475477  0.00
H  4.203972  -3.390916  0.441992  0.00
H  2.021229  -4.501854  -0.004555  0.00
H  3.009725  -4.482259  -1.467816  0.00
H  0.644860  -3.751657  -1.916308  0.00
H  1.217090  -1.660648  -3.117385  0.00
H  2.546696  -2.813140  -3.289344  0.00
H  3.403382  -0.556355  -2.684840  0.00
H  4.732375  -1.232170  -0.677411  0.00
H  4.638940  -2.540890  -1.857489  0.00
H  1.338632  0.184779  -1.475871  0.00
H  2.819724  0.501257  -0.584930  0.00
H  0.181407  -2.813344  0.256888  0.00
H  -0.127529  -1.622396  -1.084658  0.00
I  -7.300204  0.540679  -3.052219  0.00
C  -5.731384  -0.590869  -2.242122  0.00
C  -4.826604  -1.199253  -3.097297  0.00
C  -3.780983  -1.932814  -2.558571  0.00
C  -3.640316  -2.048433  -1.182941  0.00
C  -4.552444  -1.429227  -0.336368  0.00
C  -5.607074  -0.699831  -0.865557  0.00
C  -2.492760  -2.857308  -0.636665  0.01
O  -1.932903  -3.674609  -1.332752  0.00
O  -2.215813  -2.675469  0.642005  0.05
H  -4.929413  -1.093899  -4.169116  0.00
H  -3.060374  -2.423088  -3.199729  0.00
H  -4.420108  -1.502150  0.733952  0.00
H  -6.317612  -0.215889  -0.210236  0.00
C  -0.467444  2.044948  -3.199313  0.00
C  -1.457109  1.740217  -2.090831  0.00
C  -2.877727  1.730113  -2.644944  0.00
O  -1.196333  0.419202  -1.576384  0.00
B  -1.420727  0.415569  -0.199086  0.01
O  -1.661834  1.719794  0.226479  0.00
C  -1.312639  2.630702  -0.823240  0.00
C  -2.249743  3.825973  -0.775377  0.00
C  0.118740  3.088392  -0.558965  0.00
H  -0.622326  1.346903  -4.023891  0.00
H  0.560794  1.945976  -2.854255  0.00
H  -0.615316  3.060442  -3.574627  0.00
H  -2.950771  0.961829  -3.414892  0.00
H  -3.144543  2.692588  -3.085760  0.00
H  -3.593936  1.486214  -1.857957  0.00
H  -3.291375  3.510242  -0.789975  0.00
H  -2.069048  4.493658  -1.621702  0.00
H  -2.071830  4.381358  0.145861  0.00
H  0.807750  2.242946  -0.558097  0.00
H  0.157858  3.539490  0.433172  0.00
H  0.449214  3.822905  -1.296615  0.00

Atoms 1-6, force components in eV/Å:
0.1 0.3 0.1
-0.3 0.1 -0.1
0.1 0.0 0.1
0.0 0.0 -0.1
-0.1 -0.3 0.1
0.0 0.0 0.0